No. 1
This record from the Open Molecules 2025 dataset describes a cluster of 2 separate species, C2H6N5 in total. The level of theory is ωB97M-V with the def2-TZVPD basis set.

## Properties
- HOMO-LUMO gap: 5.677 eV
- Spin multiplicity: 1
- HOMO level: -13.8271 eV
- Net charge: +1

Positions of all 13 atoms, in Å:
C (0.88, 0.23, -0.42)
C (1.04, 0.93, 2.73)
N (0.42, 0.04, -1.64)
N (0.00, -0.13, 0.46)
N (-0.74, -0.58, -1.41)
N (-1.07, -0.64, -0.18)
N (-1.58, -1.14, -2.34)
H (1.86, 0.64, -0.39)
H (-0.02, 0.63, 3.03)
H (1.90, 0.39, 3.25)
H (1.18, 1.62, 1.98)
H (-1.46, -0.80, -3.29)
H (-2.41, -1.19, -1.78)

No. 2
This record from the Open Molecules 2025 dataset describes a cluster of 13 separate species, C49H52Cl9NO30 in total. The level of theory is ωB97M-V with the def2-TZVPD basis set.

## Properties
- HOMO-LUMO gap: 4.579 eV
- Spin multiplicity: 1
- HOMO level: -8.7621 eV

Positions of all 141 atoms, in Å:
C (17.99, 3.80, -3.80)
C (19.01, 4.02, -2.64)
C (18.80, 5.25, -1.77)
C (17.50, 5.18, -0.90)
C (17.61, 4.01, 0.04)
C (17.93, 2.66, -0.51)
N (18.96, 2.81, -1.68)
O (19.36, 1.61, -2.27)
C (16.68, 2.01, -1.16)
C (18.61, 1.78, 0.59)
C (20.42, 4.17, -3.25)
H (16.91, 3.78, -3.68)
H (18.25, 2.96, -4.45)
H (18.01, 4.64, -4.49)
H (18.45, 6.01, -2.46)
H (19.59, 5.94, -1.45)
H (16.65, 5.07, -1.57)
H (17.30, 6.16, -0.47)
H (16.73, 4.01, 0.68)
H (18.34, 4.38, 0.77)
H (16.44, 2.53, -2.09)
H (15.74, 2.13, -0.61)
H (16.81, 0.94, -1.25)
H (19.06, 0.87, 0.21)
H (17.81, 1.71, 1.33)
H (19.36, 2.39, 1.09)
H (20.57, 5.09, -3.81)
H (20.77, 3.27, -3.77)
H (21.13, 4.31, -2.44)
Cl (19.44, 5.11, 3.71)
O (18.11, 5.39, 3.28)
O (19.69, 3.71, 3.43)
O (20.34, 5.89, 2.94)
O (19.76, 5.27, 5.07)
C (11.35, 4.21, -6.11)
C (11.61, 3.24, -7.11)
C (12.99, 2.73, -7.46)
O (13.27, 2.00, -8.42)
C (13.97, 3.19, -6.46)
C (13.64, 4.01, -5.38)
C (12.28, 4.66, -5.15)
O (12.06, 5.52, -4.31)
O (14.50, 4.35, -4.38)
O (10.74, 2.70, -7.91)
H (10.32, 4.52, -6.07)
H (14.97, 2.78, -6.53)
H (14.02, 4.84, -3.71)
H (11.24, 2.52, -8.71)
C (13.92, 4.84, 2.03)
C (13.49, 4.75, 0.70)
C (13.96, 5.68, -0.39)
O (14.01, 5.37, -1.64)
C (14.63, 6.87, 0.18)
C (14.86, 7.08, 1.45)
C (14.64, 5.96, 2.50)
O (14.93, 5.99, 3.72)
O (15.38, 8.25, 1.96)
O (12.51, 3.81, 0.32)
H (13.50, 4.12, 2.72)
H (14.86, 7.67, -0.50)
H (15.71, 8.15, 2.86)
H (12.37, 3.88, -0.63)
C (19.74, -3.92, 0.29)
C (20.62, -2.91, 0.29)
C (21.96, -3.07, 0.95)
O (22.76, -2.10, 0.94)
C (22.02, -4.23, 1.84)
C (21.12, -5.27, 1.79)
C (19.88, -5.19, 0.99)
O (19.05, -6.05, 0.85)
O (21.26, -6.38, 2.54)
O (20.34, -1.68, -0.20)
H (18.84, -3.87, -0.30)
H (23.02, -4.40, 2.21)
H (20.52, -6.99, 2.47)
H (20.98, -1.05, 0.13)
C (20.90, 9.08, -1.44)
C (20.95, 10.31, -0.84)
C (22.00, 11.34, -1.20)
O (22.10, 12.48, -0.72)
C (22.83, 10.88, -2.30)
C (22.72, 9.70, -2.89)
C (21.77, 8.69, -2.50)
O (21.62, 7.56, -3.07)
O (23.64, 9.26, -3.81)
O (20.21, 10.62, 0.26)
H (20.26, 8.32, -1.02)
H (23.49, 11.63, -2.72)
H (23.52, 8.37, -4.14)
H (20.36, 11.57, 0.34)
C (17.02, 1.76, 5.02)
C (16.59, 2.95, 5.36)
C (17.02, 3.74, 6.56)
O (16.59, 4.83, 6.86)
C (17.89, 2.97, 7.38)
C (18.38, 1.74, 7.06)
C (17.98, 0.97, 5.90)
O (18.42, -0.15, 5.68)
O (19.25, 1.09, 7.84)
O (15.71, 3.63, 4.50)
H (16.74, 1.29, 4.09)
H (18.14, 3.35, 8.36)
H (19.39, 0.17, 7.59)
H (16.06, 4.53, 4.48)
C (17.87, -4.44, -4.43)
C (17.39, -3.83, -3.34)
C (18.09, -2.60, -2.74)
O (17.68, -1.84, -1.88)
C (19.41, -2.37, -3.37)
C (19.95, -3.09, -4.41)
C (19.25, -4.20, -5.03)
O (19.67, -4.92, -5.94)
O (21.12, -2.75, -5.01)
O (16.07, -4.06, -3.01)
H (17.24, -5.08, -5.02)
H (20.01, -1.50, -3.13)
H (21.62, -3.40, -5.51)
H (15.68, -3.50, -2.34)
O (21.49, 3.83, 0.49)
H (22.06, 3.37, 1.10)
H (21.16, 4.58, 0.98)
C (18.77, 0.37, -6.34)
Cl (19.75, 1.77, -6.93)
Cl (17.14, 0.69, -5.71)
H (18.66, -0.29, -7.20)
H (19.34, -0.21, -5.62)
C (16.37, 9.89, -1.48)
Cl (17.26, 9.98, -3.10)
Cl (17.14, 10.89, -0.34)
H (15.35, 10.22, -1.67)
H (16.54, 8.87, -1.13)
C (24.69, 3.98, -3.26)
Cl (26.24, 4.01, -4.09)
Cl (23.35, 3.10, -4.07)
H (24.85, 3.49, -2.30)
H (24.26, 4.95, -3.02)
C (15.49, 7.66, -5.03)
Cl (15.31, 7.18, -3.38)
Cl (17.10, 7.21, -5.51)
H (14.78, 7.20, -5.72)
H (15.34, 8.74, -5.06)

No. 3
This record from the Open Molecules 2025 dataset describes a cluster of 6 separate species, C8H28O6 in total. The level of theory is ωB97M-V with the def2-TZVPD basis set.

## Properties
- HOMO-LUMO gap: 10.690 eV
- Spin multiplicity: 1
- HOMO level: -9.8656 eV
- SMILES: CCO.CCO.CO.CO.CO.CO

Positions of all 42 atoms, in Å:
C (-0.44, 3.71, -1.55)
C (0.36, 3.39, -0.27)
O (-0.12, 2.42, 0.70)
H (-0.75, 2.70, -1.90)
H (0.18, 4.19, -2.30)
H (-1.28, 4.30, -1.26)
H (0.53, 4.38, 0.19)
H (1.30, 3.12, -0.69)
H (0.62, 1.75, 0.69)
C (4.00, -1.71, 0.15)
C (2.91, -2.76, 0.30)
O (1.65, -2.09, 0.55)
H (3.68, -0.94, -0.57)
H (4.89, -2.20, -0.26)
H (4.14, -1.34, 1.18)
H (3.20, -3.37, 1.19)
H (2.84, -3.32, -0.61)
H (0.94, -2.54, 0.04)
C (2.81, 1.23, 1.64)
O (1.91, 0.77, 0.58)
H (3.63, 1.88, 1.25)
H (2.31, 1.72, 2.45)
H (3.14, 0.30, 2.09)
H (1.83, -0.21, 0.53)
C (-0.93, -3.53, 1.16)
O (-0.74, -3.02, -0.15)
H (-0.45, -2.92, 1.92)
H (-1.99, -3.59, 1.35)
H (-0.50, -4.53, 1.25)
H (-1.63, -2.61, -0.42)
C (-3.70, 1.76, 0.64)
O (-2.72, 1.75, -0.36)
H (-3.97, 2.80, 0.92)
H (-4.64, 1.26, 0.22)
H (-3.32, 1.17, 1.37)
H (-1.87, 2.11, 0.03)
C (-2.96, -0.96, -2.42)
O (-2.96, -1.55, -1.07)
H (-2.02, -1.29, -2.82)
H (-3.92, -1.41, -2.95)
H (-2.98, 0.10, -2.38)
H (-3.01, -0.90, -0.40)

No. 4
This record from the Open Molecules 2025 dataset describes a structure of composition C41H52BN6O5S3TeW. The level of theory is ωB97M-V with the def2-TZVPD basis set.

## Properties
- HOMO-LUMO gap (spin up / spin down): 4.445 / 4.460 eV
- Spin multiplicity: 1
- HOMO level (spin up / spin down): -8.8856 / -8.8902 eV
- Net charge: +1

Positions of all 110 atoms, in Å:
W (-0.61, -1.63, 1.33)
C (-0.38, 2.49, 4.69)
C (-0.58, 2.65, 3.23)
C (-1.05, 3.79, 2.63)
C (-1.18, 3.84, 1.23)
N (-1.09, 2.74, 0.52)
N (-0.73, 1.60, 1.09)
B (-0.72, 0.28, 0.30)
N (-1.77, 0.34, -0.88)
N (-1.50, 1.09, -1.93)
C (-2.26, 1.04, -2.99)
C (-3.38, 0.19, -3.05)
C (-3.70, -0.56, -1.94)
C (-4.88, -1.47, -1.89)
C (-2.83, -0.48, -0.83)
S (-3.07, -1.45, 0.56)
C (-1.94, 2.00, -4.12)
C (-0.49, 2.46, -4.02)
C (-2.18, 1.37, -5.50)
C (-2.90, 3.19, -3.94)
N (0.66, 0.14, -0.36)
N (1.54, 1.13, -0.22)
C (2.54, 1.25, -1.04)
C (2.67, 0.41, -2.16)
C (1.79, -0.66, -2.32)
C (1.87, -1.58, -3.49)
C (0.82, -0.82, -1.33)
S (-0.14, -2.25, -1.10)
C (3.51, 2.38, -0.76)
C (4.80, 1.75, -0.21)
C (3.82, 3.14, -2.06)
C (2.92, 3.33, 0.28)
C (-0.33, 1.54, 2.38)
S (0.42, 0.10, 2.92)
C (-1.43, 5.14, 0.49)
C (-1.19, 4.92, -1.01)
C (-2.87, 5.60, 0.72)
C (-0.48, 6.23, 0.98)
H (-0.97, 3.22, 5.25)
H (0.67, 2.63, 4.94)
H (-0.66, 1.49, 4.99)
H (-1.30, 4.65, 3.23)
H (-3.97, 0.12, -3.94)
H (-5.47, -1.41, -2.80)
H (-5.50, -1.22, -1.04)
H (-4.54, -2.49, -1.74)
H (0.18, 1.62, -4.20)
H (-0.28, 2.86, -3.04)
H (-0.29, 3.22, -4.77)
H (-1.63, 0.44, -5.61)
H (-1.82, 2.06, -6.27)
H (-3.23, 1.18, -5.69)
H (-2.92, 3.52, -2.90)
H (-3.91, 2.91, -4.22)
H (-2.58, 4.03, -4.56)
H (3.46, 0.55, -2.88)
H (2.90, -1.68, -3.84)
H (1.27, -1.19, -4.32)
H (1.48, -2.56, -3.24)
H (5.21, 1.02, -0.91)
H (4.61, 1.25, 0.73)
H (5.54, 2.53, -0.05)
H (4.39, 2.52, -2.74)
H (4.41, 4.02, -1.83)
H (2.90, 3.45, -2.55)
H (2.76, 2.82, 1.22)
H (1.97, 3.72, -0.06)
H (3.61, 4.16, 0.44)
H (-1.80, 4.09, -1.36)
H (-0.15, 4.66, -1.19)
H (-1.43, 5.81, -1.57)
H (-3.58, 4.92, 0.25)
H (-3.00, 6.60, 0.30)
H (-3.10, 5.65, 1.78)
H (0.56, 5.95, 0.82)
H (-0.62, 6.45, 2.04)
H (-0.68, 7.14, 0.43)
O (-1.77, -2.46, 5.10)
C (-1.55, -2.69, 3.95)
O (-1.60, -1.82, 2.97)
C (-1.31, -4.11, 3.40)
C (-2.29, -4.31, 2.22)
C (-2.44, -5.80, 1.90)
C (-1.06, -6.12, 1.31)
C (-0.41, -4.73, 1.29)
O (-1.52, -3.83, 1.10)
C (0.06, -4.30, 2.68)
C (0.78, -2.94, 2.61)
O (1.05, -2.35, 3.65)
O (1.13, -2.50, 1.42)
H (-1.46, -4.83, 4.21)
H (-3.23, -3.76, 2.32)
H (-3.22, -5.94, 1.15)
H (-2.70, -6.39, 2.78)
H (-1.15, -6.52, 0.31)
H (-0.48, -6.82, 1.91)
H (0.32, -4.61, 0.48)
H (0.71, -5.01, 3.18)
Te (2.42, -3.71, -0.61)
C (3.27, -4.72, 1.07)
C (2.99, -6.06, 1.30)
C (3.57, -6.72, 2.37)
C (4.43, -6.04, 3.22)
C (4.73, -4.71, 2.98)
C (4.15, -4.05, 1.91)
H (2.33, -6.60, 0.63)
H (3.37, -7.77, 2.53)
H (4.88, -6.55, 4.06)
H (5.42, -4.18, 3.61)
H (4.39, -3.01, 1.73)

No. 5
This record from the Open Molecules 2025 dataset describes a cluster of 2 separate species, C7H13N in total. The level of theory is ωB97M-V with the def2-TZVPD basis set.

## Properties
- HOMO-LUMO gap: 8.561 eV
- Spin multiplicity: 1
- HOMO level: -7.5742 eV
- SMILES: CCC1=CN1.C=CC

Positions of all 21 atoms, in Å:
C (0.69, 0.51, -1.59)
C (-0.48, 0.15, -1.08)
C (-2.89, -0.10, -1.13)
C (1.34, -1.35, 1.15)
C (2.11, 1.02, 1.38)
C (-1.74, 0.41, -0.22)
C (1.13, -0.12, 1.53)
N (0.43, -0.90, -1.71)
H (1.48, 1.11, -1.83)
H (-3.86, -0.44, -0.66)
H (-2.61, -1.10, -1.41)
H (-3.13, 0.40, -2.05)
H (0.83, -1.42, -1.01)
H (0.55, -2.07, 1.38)
H (2.15, -1.55, 0.45)
H (3.15, 0.68, 1.30)
H (1.97, 1.64, 2.31)
H (2.05, 1.67, 0.46)
H (-1.62, -0.19, 0.60)
H (-1.86, 1.37, 0.01)
H (0.30, 0.27, 2.13)

No. 6
This record from the Open Molecules 2025 dataset describes a structure of composition C4H4N2O. The level of theory is ωB97M-V with the def2-TZVPD basis set.

## Properties
- HOMO-LUMO gap (spin up / spin down): 8.397 / 8.083 eV
- Spin multiplicity: 1
- HOMO level (spin up / spin down): -8.2329 / -8.1664 eV

Positions of all 11 atoms, in Å:
C (1.92, 0.43, -0.31)
C (1.73, -0.86, 0.03)
C (-2.63, 0.06, -0.30)
C (-0.29, 0.26, 0.27)
N (0.55, 0.69, -0.74)
N (0.39, -0.79, -0.39)
O (-3.13, -0.85, 0.22)
H (2.78, 1.14, -0.36)
H (2.18, -1.63, 0.75)
H (-3.08, 1.02, -0.47)
H (-0.42, 0.50, 1.30)

Question: What is the spin multiplicity in the fifth record?
Answer: 1